A 6-piece molecular cluster, C43H81BN2O23S overall at a distorted geometry. Source: OMol25; level of theory: ωB97M-V/def2-TZVPD.

Each line ends with the Löwdin charge.
CARTESIAN COORDINATES (ANGSTROEM)
C (4.206922, 0.766853, -0.981367)  0.00
C (4.109764, 0.976182, -2.593736)  -0.32
O (5.170062, 0.720364, -3.207989)  0.08
N (2.805252, 1.340750, -3.144275)  0.08
C (1.764169, 0.943454, -2.187976)  -0.35
C (1.027486, 1.821318, -1.081366)  0.02
O (1.427080, -0.281867, -2.214598)  0.06
C (2.665552, 2.646666, -3.799468)  -0.20
C (2.620258, 4.034556, -2.974717)  0.02
C (3.422900, 4.057518, -1.596153)  -0.36
O (2.800823, 4.357289, -0.530441)  0.05
O (4.819892, 3.820891, -1.417087)  0.02
C (3.797526, 2.956750, -4.912034)  -0.36
O (4.295181, 1.902565, -5.762425)  0.02
C (5.175158, 3.666112, -4.507122)  -0.09
C (6.189206, 3.765683, -5.781262)  -0.15
C (7.342869, 2.616218, -5.726693)  -0.19
C (7.531287, 1.841689, -7.120953)  -0.21
S (6.921910, 0.094581, -7.123432)  0.75
O (6.720915, -0.509073, -5.761954)  -0.35
O (5.631068, -0.035121, -7.916759)  -0.36
O (8.035180, -0.908264, -7.928435)  -0.23
O (3.189137, 3.865137, -5.905574)  0.06
C (1.780674, 3.648947, -5.801928)  -0.30
O (1.094282, 4.331309, -6.587626)  0.10
C (1.329881, 2.510146, -4.717477)  -0.10
C (-0.126239, 2.817186, -4.186572)  -0.09
C (-1.105908, 1.540480, -3.978398)  -0.07
C (-2.308115, 1.996463, -2.980485)  -0.35
O (-2.725530, 3.181175, -2.886159)  0.02
N (-3.034075, 0.991173, -2.145861)  0.06
C (-3.019177, -0.345182, -2.777116)  -0.24
C (-3.755441, -0.764619, -4.068838)  -0.02
C (-3.568654, -2.228609, -4.610864)  -0.07
C (-2.662734, -3.289332, -3.932169)  -0.07
C (-1.943257, -2.876222, -2.622685)  -0.05
C (-2.126331, -1.440957, -2.090637)  0.00
B (1.131117, 1.225898, -5.699099)  -0.49
O (0.576531, 1.439818, -7.036015)  0.10
O (1.409505, -0.141906, -5.365337)  0.13
H (3.729715, 1.614788, -0.391747)  0.06
H (3.829557, -0.279553, -0.684658)  0.10
H (5.326434, 0.769193, -0.693685)  0.11
H (0.049153, 1.272490, -0.798790)  0.10
H (0.720264, 2.868088, -1.404687)  0.07
H (1.605154, 1.933829, -0.097203)  0.10
H (1.548676, 4.361999, -2.686117)  0.13
H (2.989711, 4.945385, -3.586681)  0.16
H (5.212962, 4.714833, -1.288245)  0.13
H (4.029301, 1.006297, -5.457372)  0.12
H (5.770616, 3.143524, -3.689718)  0.11
H (5.052914, 4.762657, -4.155069)  0.12
H (6.766609, 4.763771, -5.680630)  0.12
H (5.645125, 3.808194, -6.780794)  0.12
H (6.982720, 1.877342, -4.911191)  0.10
H (8.350298, 3.009260, -5.365162)  0.12
H (6.991166, 2.378865, -7.988385)  0.13
H (8.669113, 1.788217, -7.324937)  0.12
H (7.813091, -1.851457, -7.712825)  0.10
H (-0.235866, 3.421326, -3.228652)  0.11
H (-0.661072, 3.448109, -4.999223)  0.15
H (-0.622247, 0.655385, -3.450781)  0.11
H (-1.675704, 1.250208, -4.942456)  0.14
H (-4.011171, 1.348181, -2.150153)  0.13
H (-4.410777, -0.006879, -4.627624)  0.10
H (-4.083249, -2.558264, -5.585255)  0.09
H (-2.484845, -4.344874, -4.323078)  0.09
H (-1.242535, -3.587915, -2.049647)  0.10
H (-1.565267, -1.165720, -1.129197)  0.09
H (-0.282763, 1.927624, -6.955188)  0.12
H (1.098018, -0.688013, -6.132284)  0.13
C (-0.630835, -4.166780, 3.935702)  -0.10
O (-0.171948, -2.821148, 3.944520)  -0.22
C (0.593704, -2.501629, 2.784297)  -0.19
C (-0.240496, -1.730828, 1.763517)  -0.20
O (-1.286582, -2.539179, 1.231909)  -0.21
C (-2.544640, -2.262319, 1.836230)  -0.10
H (-1.412709, -4.264342, 4.690950)  0.09
H (-1.046723, -4.452513, 2.966337)  0.08
H (0.193064, -4.839171, 4.194596)  0.09
H (1.023377, -3.405692, 2.339398)  0.13
H (1.421559, -1.864955, 3.113273)  0.12
H (0.406891, -1.453220, 0.924484)  0.12
H (-0.639891, -0.809449, 2.199465)  0.13
H (-2.946655, -1.326711, 1.436023)  0.08
H (-2.472854, -2.195441, 2.924127)  0.08
H (-3.229785, -3.074120, 1.584673)  0.09
C (-8.671478, -0.862667, 3.173786)  -0.10
O (-8.334549, 0.512667, 3.043188)  -0.19
C (-7.039885, 0.807009, 3.562294)  -0.20
C (-6.005592, 0.916770, 2.444040)  -0.20
O (-5.804236, -0.338219, 1.799303)  -0.20
C (-6.505104, -0.430730, 0.566135)  -0.10
H (-9.530868, -1.065581, 2.531916)  0.08
H (-7.850113, -1.517648, 2.871387)  0.08
H (-8.949554, -1.076792, 4.210572)  0.09
H (-6.738301, 0.060402, 4.305176)  0.12
H (-7.111381, 1.774036, 4.070028)  0.12
H (-5.046302, 1.207052, 2.885116)  0.12
H (-6.290354, 1.687771, 1.721352)  0.13
H (-5.978218, 0.145770, -0.200815)  0.08
H (-7.534344, -0.074806, 0.650524)  0.09
H (-6.525684, -1.479694, 0.264034)  0.09
C (-13.138338, -1.772912, 2.305521)  -0.11
O (-11.899038, -2.213658, 1.766317)  -0.21
C (-11.871770, -3.623122, 1.550471)  -0.20
C (-12.111562, -3.964548, 0.081350)  -0.20
O (-13.431827, -3.613769, -0.323282)  -0.19
C (-13.470207, -2.386985, -1.040512)  -0.11
H (-13.191167, -0.688522, 2.193953)  0.09
H (-13.992481, -2.217314, 1.788424)  0.08
H (-13.185383, -2.018776, 3.370915)  0.09
H (-12.596949, -4.130650, 2.195858)  0.13
H (-10.872682, -3.970246, 1.832583)  0.12
H (-12.016218, -5.048073, -0.043670)  0.12
H (-11.364592, -3.485131, -0.559049)  0.12
H (-13.106949, -2.545397, -2.060521)  0.09
H (-12.876189, -1.608726, -0.556104)  0.08
H (-14.508149, -2.051592, -1.085865)  0.09
C (2.401456, 1.427406, 6.995344)  -0.11
O (1.465496, 0.464022, 7.459409)  -0.19
C (1.032829, -0.416871, 6.423806)  -0.19
C (1.759430, -1.757761, 6.495608)  -0.19
O (3.150415, -1.608554, 6.216568)  -0.20
C (3.941589, -1.596883, 7.397312)  -0.11
H (2.883194, 1.879492, 7.864105)  0.09
H (3.173410, 0.979503, 6.364258)  0.08
H (1.878885, 2.210353, 6.436726)  0.09
H (1.159303, 0.046811, 5.439087)  0.12
H (-0.036819, -0.589203, 6.577282)  0.13
H (1.347694, -2.417239, 5.725447)  0.10
H (1.603431, -2.236933, 7.467325)  0.13
H (4.040250, -2.616189, 7.783399)  0.09
H (3.518881, -0.951017, 8.170104)  0.09
H (4.934187, -1.221773, 7.138819)  0.08
C (8.684813, 1.548955, 5.421577)  -0.11
O (7.749906, 0.585954, 5.888792)  -0.20
C (7.313430, -0.294406, 4.854924)  -0.20
C (8.040340, -1.635609, 4.925521)  -0.20
O (9.429158, -1.487955, 4.642563)  -0.19
C (10.223346, -1.475722, 5.821369)  -0.11
H (9.169663, 2.000734, 6.288788)  0.09
H (9.454275, 1.100697, 4.787873)  0.08
H (8.160756, 2.332115, 4.864842)  0.09
H (7.436676, 0.169061, 3.869933)  0.13
H (6.243737, -0.466184, 5.011997)  0.11
H (7.626138, -2.296191, 4.156951)  0.12
H (7.886767, -2.113555, 5.898123)  0.12
H (10.322434, -2.494227, 6.209081)  0.09
H (9.802511, -0.828258, 6.593968)  0.08
H (11.215182, -1.101899, 5.559691)  0.09

Force components x, y, z for each atom (eV/Å):
0.821 -0.225 -0.189
3.484 -1.781 1.353
-4.193 1.498 0.918
1.333 0.860 1.970
-2.212 -4.215 0.782
-0.895 0.293 0.144
1.606 4.682 0.071
-0.730 0.651 -1.899
-0.133 0.652 1.055
-1.938 1.391 4.348
2.088 -1.137 -4.456
-1.607 0.921 -1.504
2.730 -0.071 -1.733
-1.644 -0.671 1.346
0.918 1.341 -0.114
0.931 0.485 0.450
-1.447 -0.824 0.603
1.600 0.861 -0.271
-5.264 -4.312 0.597
1.643 2.037 -2.752
3.986 1.255 1.471
-0.630 1.395 0.947
-2.674 -1.787 2.879
-0.852 2.702 -3.117
1.533 -2.609 3.201
1.256 2.128 -1.349
-1.830 0.287 -0.335
-0.964 0.539 1.357
-1.569 2.328 0.443
1.843 -3.694 -0.507
0.369 -0.005 -3.348
0.939 -4.855 -1.088
2.157 -2.256 1.763
1.588 0.357 2.099
-0.245 3.868 2.055
-1.934 2.683 -1.749
-1.252 -0.711 -2.143
-0.071 -2.410 -1.584
-0.519 -0.133 2.826
-0.632 2.454 -1.338
0.356 -1.320 -0.794
0.200 1.765 -0.482
-1.814 0.076 -0.818
1.681 0.671 -0.698
0.669 -1.391 0.354
-0.502 -0.247 -1.713
1.820 -0.901 -0.305
-0.336 -1.828 0.702
-0.243 -0.845 0.111
0.310 0.638 -0.053
-1.258 0.423 -1.018
-0.214 -1.814 -0.499
-1.121 -1.439 -0.152
0.660 -0.263 1.424
0.738 0.891 -1.479
-1.395 -0.365 -0.730
0.846 -1.187 1.366
-1.918 -0.091 0.023
-0.109 1.236 0.090
0.601 -0.643 -1.312
1.089 -0.799 1.331
-0.502 0.917 -1.157
1.210 0.137 1.514
0.921 -0.202 0.414
1.055 -1.387 0.887
0.784 0.820 1.739
-0.544 1.789 0.367
-1.342 1.279 -1.073
-1.003 -0.382 -1.600
1.314 -0.177 -0.413
0.417 0.628 0.902
-0.012 0.046 0.170
-0.066 -0.226 -0.373
-0.225 0.475 0.196
0.225 -0.526 -0.231
0.049 0.163 0.327
-0.107 -0.018 -0.202
0.093 0.083 -0.008
0.050 0.053 0.011
-0.027 -0.097 -0.055
-0.109 0.047 -0.035
0.031 -0.003 -0.023
0.032 0.026 0.014
-0.017 -0.064 0.088
-0.116 0.016 0.103
0.064 0.021 -0.020
0.104 0.067 -0.077
-0.213 0.084 -0.076
0.353 -0.273 0.057
-0.214 0.353 -0.409
0.138 -0.395 0.452
-0.297 0.205 -0.140
0.142 -0.152 0.043
0.009 0.094 0.079
0.032 0.063 0.039
0.031 -0.116 0.015
0.038 -0.018 -0.119
0.048 -0.005 0.002
-0.023 0.033 -0.009
-0.089 -0.048 0.028
-0.070 0.028 -0.091
0.032 0.038 0.044
0.101 0.074 0.062
0.121 0.131 0.041
-0.321 -0.225 -0.038
0.351 0.277 -0.340
-0.405 -0.260 0.378
0.292 0.300 0.026
-0.159 -0.121 -0.033
0.107 -0.077 0.013
0.064 -0.033 0.005
-0.114 -0.007 0.015
-0.033 0.037 -0.117
-0.011 -0.036 -0.012
0.039 0.024 0.004
-0.016 0.071 0.078
0.037 0.111 -0.032
0.032 -0.049 0.012
0.058 -0.129 0.008
-0.111 0.016 0.162
0.247 -0.004 -0.342
-0.046 -0.291 0.536
-0.018 0.192 -0.599
-0.026 0.113 0.388
0.102 -0.043 -0.207
-0.108 -0.051 -0.015
-0.050 -0.020 0.004
0.085 0.046 -0.077
0.084 -0.067 0.034
0.020 -0.032 -0.055
-0.046 0.075 0.078
0.027 0.131 0.044
0.023 0.013 0.127
-0.047 -0.020 -0.031
-0.076 -0.050 -0.051
-0.094 0.031 0.154
0.222 -0.040 -0.332
-0.055 -0.240 0.518
0.049 0.289 -0.551
-0.121 0.103 0.389
0.094 -0.051 -0.178
-0.116 -0.051 -0.010
-0.061 -0.023 0.002
0.084 0.042 -0.074
0.096 -0.073 0.044
-0.002 -0.030 -0.042
-0.027 0.006 0.043
0.003 0.101 0.022
0.025 0.019 0.120
-0.051 -0.023 -0.026
-0.095 -0.071 -0.074

Summary:
HOMO (Eh): -0.3301
Net charge: 0